No. 1
ORCA calculation (wB97M-V/def2-TZVPD) on a cluster of 6 separate species, C18H24O18 in total at a distorted geometry.

LUMO level (Eh): -0.011
2S+1: 1
Structure (SMILES): O=C1OCCO1.O=C1OCCO1.O=C1OCCO1.O=C1OCCO1.O=C1OCCO1.O=C1OCCO1
Relative energy (zero: lowest compared OMol25 entry of this formula, charge and spin) (eV): 4.481

Each line ends with the Mulliken charge.
Element x y z (Å)
O -12.70065 9.67927 17.12640  -0.557
C -13.01925 9.61193 15.94046  0.706
O -12.78775 8.65030 15.04271  -0.323
C -13.48014 9.02259 13.87386  -0.602
C -14.66490 9.88796 14.35935  0.102
O -13.96529 10.50007 15.39082  -0.350
H -12.82314 9.78789 13.46063  0.326
H -13.84610 8.31939 13.12573  0.422
H -15.41236 9.15255 14.65695  -0.063
H -15.01804 10.57225 13.58790  0.380
O -20.41732 13.80976 18.92954  -0.592
C -19.39354 14.44306 19.05328  0.669
O -19.38007 15.67966 19.30873  -0.340
C -18.00194 16.16864 19.57457  -0.260
C -17.24456 14.99061 19.03722  -0.500
O -18.22321 13.93951 19.00998  -0.219
H -17.59300 16.95757 18.94334  0.294
H -17.74298 16.30830 20.62412  0.288
H -16.28234 14.74869 19.48856  0.383
H -17.07832 15.06870 17.96280  0.269
O -18.24535 8.09417 16.01509  -0.588
C -17.80218 8.98525 16.75627  0.474
O -18.42654 9.54061 17.77473  -0.376
C -17.61352 10.45743 18.47699  -0.060
C -16.66506 10.87691 17.42491  -0.154
O -16.70308 9.72406 16.49800  -0.113
H -18.21142 11.24589 18.93410  0.233
H -17.09927 9.99723 19.32071  0.110
H -15.68962 10.87525 17.91134  0.219
H -16.92099 11.84767 17.00038  0.235
O -15.98989 9.44287 21.94876  -0.564
C -14.93517 10.01083 21.92366  0.698
O -14.20957 10.10454 22.97052  -0.353
C -13.15489 10.98101 22.72115  -0.419
C -13.21451 11.37261 21.30777  -0.203
O -14.39527 10.62492 20.89869  -0.254
H -13.16732 11.84632 23.38386  0.287
H -12.25328 10.37235 22.78989  0.276
H -12.31478 11.18540 20.72165  0.321
H -13.50405 12.41858 21.40881  0.208
O -23.58000 4.27954 14.26048  -0.554
C -22.70591 4.55519 15.08334  0.725
O -22.21566 5.78962 15.40792  -0.382
C -21.46028 5.87757 16.58336  -0.052
C -21.01560 4.43379 16.69534  0.188
O -21.93313 3.68703 15.83395  -0.369
H -20.76543 6.68082 16.33824  0.093
H -21.96297 6.27017 17.46725  0.177
H -20.94479 4.01281 17.69826  0.325
H -19.99006 4.38968 16.32870  -0.150
O -18.56535 3.60720 13.90639  -0.614
C -17.56471 4.00171 14.51258  0.708
O -16.59955 4.59362 13.97916  -0.366
C -15.74288 5.32091 14.87110  -0.016
C -16.11635 4.61561 16.12921  -0.234
O -17.32963 3.86457 15.78173  -0.337
H -14.69108 5.37600 14.59042  0.311
H -16.11910 6.34347 14.84068  -0.029
H -16.08589 5.38298 16.90271  0.264
H -15.24803 4.00991 16.38854  0.302

Atoms 1-3, force components in eV/Å:
O -0.007 -0.233 -3.655
C -2.075 0.789 2.860
O 0.097 -0.972 0.937

---

No. 2
ORCA calculation (wB97M-V/def2-TZVPD) on the molecule C4H8OS at a distorted geometry.

LUMO level (Eh): 0.037
2S+1: 1
Structure (SMILES): CS[C@@H]1O[C@H]1C
Relative energy (zero: lowest compared OMol25 entry of this formula, charge and spin) (eV): 2.811

Each line ends with the Mulliken charge.
Element x y z (Å)
C 2.87221 0.69729 -0.37163  -0.743
S 1.92580 -0.69052 0.31504  -0.108
C -0.01600 -0.03621 0.10602  -0.412
O -0.76100 0.69515 0.96240  -0.380
C -1.22391 -0.63937 0.63435  0.294
C -2.57245 -0.52899 -0.00374  -1.005
H 3.57283 0.55918 -1.26037  0.283
H 3.65783 0.97013 0.42594  0.255
H 2.18749 1.45730 -0.56793  0.268
H 0.04895 0.25650 -0.94617  0.297
H -1.10284 -1.42186 1.29176  0.451
H -3.35180 -0.12190 0.73342  0.247
H -2.91871 -1.48051 -0.50272  0.296
H -2.31839 0.28380 -0.81637  0.257

Atoms 1-3, force components in eV/Å:
C 3.260 -0.798 0.877
S -2.206 0.126 0.188
C 2.796 -0.835 -2.591

---

No. 3
ORCA calculation (wB97M-V/def2-TZVPD) on a structure of composition C12H28NO5P2SW at a distorted geometry.

LUMO level (spin up / spin down) (Eh): -0.179 / -0.179
Charge: +1
2S+1: 3
Relative energy (zero: lowest compared OMol25 entry of this formula, charge and spin) (eV): 0.000

Each line ends with the Mulliken charge.
Element x y z (Å)
C -0.59518 0.74147 -3.84911  -0.737
C -0.60168 0.22953 -2.55758  0.747
N 0.22641 0.77493 -1.63668  -0.082
C 1.02922 1.82300 -1.89894  0.805
C 1.00605 2.38866 -3.16535  -0.766
C 0.19794 1.83890 -4.15278  -0.407
C -1.46128 -0.89524 -2.04822  -1.165
P -1.92452 -0.88028 -0.27071  0.928
W 0.14988 0.02539 0.32225  0.552
P 2.15968 1.15249 0.64894  0.940
C 1.83468 2.32394 -0.72998  -1.296
O -0.45135 -3.49767 -2.55243  -0.726
O 0.61928 -3.64171 -0.07630  -0.730
H -1.22731 0.26832 -4.60169  0.514
H 1.61806 3.27072 -3.34981  0.509
H 0.18327 2.26817 -5.15418  0.449
C -3.45306 0.07189 -0.13827  -1.353
C -2.35760 -2.55799 0.23407  -1.045
H 2.84465 2.59590 -1.06592  0.546
H 1.39275 3.23692 -0.29641  0.378
H -1.06227 -1.92447 -2.32382  0.294
H -2.45728 -0.84398 -2.52127  0.526
C 2.46326 2.09265 2.15722  -1.106
C 3.73561 0.37683 0.21755  -1.294
H 0.77686 -2.81888 0.46426  0.188
H 0.46026 -4.34456 0.58084  0.298
H 0.04622 -3.66882 -1.70195  0.411
H 0.21617 -3.40856 -3.25381  0.336
H -0.46416 0.93301 1.58868  -0.402
H 0.90109 -1.30127 1.02154  -0.130
H -4.24850 -0.44211 -0.70244  0.437
H -3.71485 0.12680 0.93029  0.382
H -3.32351 1.09010 -0.53114  0.374
H -3.21991 -2.90425 -0.35689  0.453
H -1.49664 -3.22543 0.07402  0.203
H -2.59720 -2.52905 1.30779  0.407
H 4.52408 1.14476 0.23658  0.441
H 3.94113 -0.40248 0.96512  0.386
H 3.68376 -0.08251 -0.77889  0.376
H 3.48037 2.50876 2.11184  0.432
H 1.72790 2.90152 2.23618  0.364
H 2.32847 1.43001 3.02864  0.310
C -1.31486 1.24886 3.73520  -0.755
S -0.41662 -0.27665 4.12938  1.063
O 0.99668 0.10379 4.24357  -0.687
O -1.00581 -0.77263 5.37763  -0.649
O -0.64896 -1.21107 2.98272  -0.538
H -1.72633 1.57560 4.69255  0.384
H -2.14550 1.06529 3.04775  0.198
H -0.62932 2.02138 3.38000  0.234

Atoms 1-3, force components in eV/Å:
C -0.443 -0.480 -0.120
C -0.108 -0.068 0.296
N 0.012 -0.264 0.400

---

No. 4
ORCA calculation (wB97M-V/def2-TZVPD) on a cluster of 3 separate species, C6H15NO2 in total at a distorted geometry.

LUMO level (Eh): 0.025
2S+1: 1
Structure (SMILES): NC=C(O)O.C=CC.C
Relative energy (zero: lowest compared OMol25 entry of this formula, charge and spin) (eV): 2.963

Each line ends with the Mulliken charge.
Element x y z (Å)
N -0.62472 0.90958 -1.47571  -0.438
C -0.00108 -0.11721 -2.20234  -0.437
C -0.02733 -1.40733 -1.86056  0.654
O 0.64816 -2.39203 -2.54948  -0.543
O -0.74394 -1.92152 -0.82657  -0.421
H -0.22815 0.98444 -0.47174  0.075
H -0.48626 1.80961 -1.91552  0.256
H 0.58844 0.16157 -3.06785  0.207
H 1.05802 -2.02393 -3.33769  0.294
H -0.64173 -2.88037 -0.86344  0.302
C 1.28069 1.58315 0.84902  -1.135
C 1.01240 0.58128 1.68569  0.228
C 1.23933 -0.85832 1.37831  -0.880
H 1.15948 2.61401 1.14992  0.291
H 1.90441 1.42255 -0.01580  0.313
H 0.53904 0.78704 2.63993  0.375
H 1.81402 -0.97562 0.46180  0.225
H 0.28371 -1.36541 1.24686  0.151
H 1.77343 -1.33947 2.19781  0.431
C -2.09015 0.88100 1.40880  -0.964
H -3.15820 1.08084 1.40543  0.344
H -1.86108 0.26589 2.25617  0.218
H -1.56994 1.82785 1.44990  0.238
H -1.86855 0.37240 0.45704  0.216

Atoms 1-3, force components in eV/Å:
N 0.421 0.416 2.094
C 0.462 -0.409 0.091
C -0.088 0.160 -0.596

---

No. 5
ORCA calculation (wB97M-V/def2-TZVPD) on the molecule C3H9N3 at a distorted geometry.

LUMO level (Eh): 0.039
2S+1: 1
Structure (SMILES): C/C(=C/N)NN
Relative energy (zero: lowest compared OMol25 entry of this formula, charge and spin) (eV): 2.101

Each line ends with the Mulliken charge.
Element x y z (Å)
C -0.48255 1.85071 0.70619  -1.049
C -0.22262 0.41802 0.34158  0.293
C -1.18089 -0.43332 -0.07123  -0.258
N -0.93197 -1.72900 -0.47482  -0.565
N 1.14380 0.03102 0.49579  -0.412
N 1.58875 -0.87760 -0.63920  -0.547
H 0.14982 2.52012 0.12053  0.264
H -1.52473 2.10672 0.52506  0.304
H -0.25700 2.02577 1.75933  0.266
H -2.17720 -0.05378 -0.26622  0.290
H -1.57217 -2.07770 -1.17417  0.237
H 0.13822 -1.84256 -0.67846  0.440
H 1.22514 -0.59010 1.30321  0.277
H 2.57698 -1.05043 -0.47555  0.230
H 1.52643 -0.29788 -1.47205  0.231

Atoms 1-3, force components in eV/Å:
C -0.050 -0.238 0.028
C -0.699 0.025 0.055
C 0.503 0.635 -0.837

---

No. 6
ORCA calculation (wB97M-V/def2-TZVPD) on a structure of composition C25H32AuN5OSSe at a distorted geometry.

LUMO level (spin up / spin down) (Eh): -0.280 / -0.280
Charge: +2
2S+1: 1
Relative energy (zero: lowest compared OMol25 entry of this formula, charge and spin) (eV): 0.351

Each line ends with the Mulliken charge.
Element x y z (Å)
Au 0.06672 0.12320 0.11552  0.629
C -1.48329 -2.86714 1.99012  -0.907
N -2.37769 -1.79653 2.43995  0.413
C -3.74872 -1.89394 2.52395  -0.528
C -4.19606 -0.71451 3.00626  -0.476
N -3.09298 0.08474 3.20207  0.315
C -3.14659 1.44510 3.76295  -0.877
C -1.97475 -0.58075 2.85559  -0.382
Se -0.22425 0.06790 2.84267  -0.108
H -2.06276 -3.77965 1.89928  0.337
H -0.68719 -3.00850 2.71202  0.373
H -1.05207 -2.60599 1.02509  0.307
H -4.28822 -2.78168 2.23640  0.455
H -5.19857 -0.38115 3.22250  0.520
H -4.00457 1.50977 4.42367  0.371
H -3.24432 2.17832 2.96643  0.267
H -2.24318 1.64088 4.32632  0.381
C 2.43356 2.33387 1.40150  -0.664
N 3.10178 2.37278 0.11170  0.215
C 4.54870 2.62230 -0.00331  -0.463
C 4.76951 2.69062 -1.52615  -0.598
N 3.45480 2.26754 -2.03679  -0.161
C 2.53367 2.18130 -1.07044  0.228
S 0.86537 1.94247 -1.42030  -0.335
H 2.96471 2.98970 2.08883  0.377
H 2.43266 1.32311 1.80952  0.194
H 1.40834 2.68551 1.29188  0.103
H 5.11355 1.81851 0.46814  0.304
H 4.80264 3.55396 0.49511  0.367
H 5.54954 2.01419 -1.86215  0.304
H 5.01757 3.69369 -1.86244  0.346
H 3.18510 2.33742 -3.00412  0.250
C 4.08959 -1.57579 -0.60532  -1.351
C 2.61519 -1.37231 -0.66202  1.141
C 1.79187 -2.06972 -1.69564  -1.231
O 2.08670 -0.59881 0.14439  -0.515
H 4.35733 -2.60516 -0.84424  0.485
H 4.48878 -1.28631 0.36391  0.306
H 4.53360 -0.93994 -1.38172  0.269
H 2.38993 -2.68512 -2.36169  0.420
H 1.23723 -1.32627 -2.27751  0.305
H 1.05522 -2.70053 -1.18799  0.296
N -1.85929 0.26312 0.12455  -0.436
C -2.71577 1.18096 -0.04351  0.859
C -2.38481 2.63652 -0.12995  -0.294
C -2.88991 3.37799 -1.19751  -0.288
C -2.58288 4.72637 -1.30171  -0.859
C -1.80022 5.34116 -0.33036  -0.556
C -1.31806 4.60525 0.74574  -1.075
C -1.59432 3.24864 0.83715  0.317
C -4.14142 0.73117 -0.13982  0.716
C -4.44042 -0.52516 -0.66835  -0.557
C -5.75675 -0.95124 -0.74245  -0.661
C -6.77877 -0.13180 -0.27234  -0.463
C -6.48211 1.11331 0.27232  -0.891
C -5.16509 1.55254 0.32939  -0.324
H -3.51440 2.90165 -1.94647  0.548
H -2.97156 5.30072 -2.13421  0.447
H -1.57072 6.39700 -0.41139  0.445
H -0.72648 5.08968 1.51336  0.473
H -1.21970 2.66759 1.67300  0.646
H -3.63782 -1.15164 -1.04107  0.451
H -5.99070 -1.91706 -1.17597  0.457
H -7.81026 -0.45750 -0.34479  0.453
H -7.27812 1.75101 0.63944  0.441
H -4.93773 2.53429 0.73112  0.474

Atoms 1-3, force components in eV/Å:
Au 0.255 0.908 0.858
C -0.231 0.234 0.033
N 0.254 -0.351 -0.037

---

No. 7
ORCA calculation (wB97M-V/def2-TZVPD) on a structure of composition C18H44N2O6Pd at a distorted geometry.

LUMO level (spin up / spin down) (Eh): 0.021 / 0.011
2S+1: 3
Relative energy (zero: lowest compared OMol25 entry of this formula, charge and spin) (eV): 1.829

Each line ends with the Mulliken charge.
Element x y z (Å)
Pd 0.95108 -0.40523 -0.40454  0.001
C -2.58745 -3.03775 -3.68747  -1.887
C -2.41357 -2.20788 -4.89225  1.617
C -3.80133 -1.82514 -5.44709  -1.255
C -3.80496 -0.66168 -6.47883  -0.646
C -3.17645 0.50970 -5.84219  -1.064
C -1.66196 0.24338 -5.44386  1.462
N -1.58485 -1.00021 -4.60464  0.554
O -0.36237 -1.20666 -3.93491  -0.508
C -1.22123 1.51490 -4.61252  -1.657
C -0.89358 0.13242 -6.70426  -1.890
C -1.73017 -3.13818 -5.92980  -1.762
H -3.37046 -3.79603 -3.68879  0.384
H -2.93168 -2.34528 -2.91931  0.445
H -1.74063 -3.61970 -3.32370  0.358
H -4.46578 -1.57774 -4.61920  0.446
H -4.28413 -2.71570 -5.84949  0.458
H -4.84878 -0.54731 -6.77117  0.404
H -3.29993 -1.06249 -7.35769  0.287
H -3.74156 0.87372 -4.98415  0.374
H -3.26453 1.25391 -6.63371  0.398
H -1.85879 1.53354 -3.72862  0.396
H -1.24908 2.42955 -5.20475  0.376
H -0.16317 1.49708 -4.35123  0.387
H -0.83265 1.06237 -7.26957  0.446
H -1.26769 -0.60004 -7.41954  0.311
H 0.14609 -0.06946 -6.44652  0.377
H -1.38785 -2.79071 -6.90457  0.279
H -2.27946 -4.07155 -6.05310  0.463
H -0.84215 -3.61935 -5.51993  0.423
C 1.27196 -1.65594 5.71216  -1.732
C 1.24207 -0.07121 5.90162  1.379
C 1.90044 0.23782 7.24389  -1.051
C 2.24534 1.69961 7.37156  -0.685
C 3.12312 2.21858 6.22521  -1.123
C 2.48604 2.01804 4.79842  1.485
N 2.10341 0.53099 4.76016  0.316
O 1.77710 -0.00200 3.46584  -0.456
C 3.65612 2.28513 3.75393  -1.765
C 1.39480 3.07188 4.52770  -1.696
C -0.17132 0.45137 5.82149  -1.599
H 0.71919 -1.89382 4.80333  0.391
H 0.84787 -2.12121 6.60198  0.396
H 2.33370 -1.90024 5.67859  0.439
H 2.86949 -0.25540 7.32003  0.335
H 1.21131 -0.00699 8.05214  0.390
H 2.82208 1.73397 8.29583  0.405
H 1.40546 2.35940 7.58925  0.352
H 4.04028 1.63346 6.29255  0.379
H 3.36919 3.26242 6.42001  0.407
H 3.36309 2.09369 2.72164  0.401
H 4.50135 1.63890 3.99075  0.396
H 4.02326 3.31135 3.74151  0.396
H 0.86368 2.92261 3.58762  0.389
H 1.80458 4.07455 4.40593  0.461
H 0.63723 3.25301 5.29018  0.312
H -0.07032 1.48468 6.15341  0.317
H -0.81220 0.03771 6.60011  0.429
H -0.62001 0.46177 4.82818  0.301
O 3.80107 0.00669 -1.55457  -0.526
H 4.11954 0.12191 -2.44986  0.271
H 4.59108 -0.14918 -1.03704  0.269
O 0.65277 -3.39200 -0.01943  -0.518
H -0.01280 -3.94164 0.39425  0.270
H 1.17704 -4.00066 -0.53992  0.265
O -2.16281 -0.48626 0.55185  -0.539
H -2.97349 -0.09058 0.23174  0.273
H -2.36426 -0.75419 1.44843  0.270
O 0.84286 2.64244 -0.69394  -0.515
H 0.27930 3.34966 -0.38011  0.260
H 1.68045 3.06719 -0.87901  0.272

Atoms 1-3, force components in eV/Å:
Pd -0.013 -0.007 -0.010
C -0.615 -0.319 2.501
C 0.541 -0.561 -2.480

---

No. 8
ORCA calculation (wB97M-V/def2-TZVPD) on a cluster of 3 separate species, C4H7NOS in total at a distorted geometry.

LUMO level (spin up / spin down) (Eh): 0.003 / 0.022
2S+1: 1
Relative energy (zero: lowest compared OMol25 entry of this formula, charge and spin) (eV): 6.715

Each line ends with the Mulliken charge.
Element x y z (Å)
C -2.06618 -0.14034 -0.89435  -0.234
C -1.30583 0.98751 -0.91098  0.224
C 1.41579 0.80235 1.41838  -0.427
C -0.06707 1.36832 -0.30499  0.051
N -1.94074 1.87778 -1.71067  -0.422
O 0.31676 0.70199 0.78730  -0.241
S -3.18783 0.61733 -2.06343  -0.118
H -2.09141 -1.01581 -0.23703  0.395
H 1.31455 4.25827 -2.55695  0.234
H 2.18658 1.50504 1.16451  0.254
H 1.46847 0.23459 2.28077  0.320
H 0.52022 2.12933 -0.80782  -0.055
H 1.12005 3.79811 -1.87131  -0.267
H -1.48437 2.40113 -2.44004  0.287

Atoms 1-3, force components in eV/Å:
C -0.322 0.486 -0.008
C 2.638 -0.891 1.858
C 2.013 0.828 0.297